(1)
Entry from OMol25: a structure of composition C40H70BrN3O9PbSSbSi4 (ωB97M-V/def2-TZVPD).

The geometry in ORCA input format:
```
! RIJCOSX wB97M-V def2-TZVPD def2/J DEFGRID3
* xyz -1 1
Pb 0.41364 0.97230 -0.46405
C 3.22421 4.60906 1.06589
Si 3.55685 3.50688 -0.41092
C 2.49330 4.11693 -1.83800
C 5.34482 3.82746 -0.94413
Si 3.16486 1.23667 0.07041
Si 4.30297 0.77760 2.06666
C 4.25643 -1.01345 2.64462
C 6.14468 1.17712 1.92501
C 3.60683 1.81200 3.46724
Si 4.29911 0.13846 -1.65532
C 3.85107 -1.69911 -1.79523
C 3.79587 0.88549 -3.31916
C 6.18764 0.11952 -1.63428
H 3.19473 5.65430 0.74285
H 4.01053 4.51114 1.81654
H 2.27036 4.36696 1.53865
H 2.66517 5.18710 -1.98744
H 1.43395 3.96694 -1.61980
H 2.73117 3.60438 -2.77069
H 5.47052 4.88549 -1.19579
H 5.61469 3.24212 -1.82483
H 6.05541 3.58399 -0.15226
H 4.68607 -1.69906 1.90787
H 3.23720 -1.31690 2.86423
H 4.84556 -1.09750 3.56296
H 6.63384 0.55521 1.17507
H 6.63889 1.00386 2.88591
H 6.30928 2.21893 1.64477
H 2.52094 1.70834 3.51036
H 3.83331 2.87016 3.33391
H 4.02293 1.48910 4.42597
H 2.76943 -1.85836 -1.83465
H 4.25059 -2.26684 -0.94857
H 4.28971 -2.11257 -2.70908
H 2.72314 1.08846 -3.36041
H 4.04285 0.20498 -4.13923
H 4.31157 1.83130 -3.49678
H 6.57072 -0.52051 -0.83745
H 6.61141 1.11340 -1.48829
H 6.55167 -0.27426 -2.58838
O -1.45828 3.82336 -1.82035
C -2.04685 4.65526 -0.91388
C -3.15211 5.41216 -1.30643
C -3.79969 6.24497 -0.41209
C -3.34365 6.34054 0.89509
C -2.24009 5.59539 1.27458
C -1.57003 4.74389 0.39918
C -0.38929 3.95921 0.96238
O -0.07750 4.15251 2.13065
O 0.20539 3.18908 0.13525
H -1.95389 3.89131 -2.64573
H -3.50551 5.33374 -2.33023
H -4.65792 6.81855 -0.74057
H -3.84423 6.98224 1.60798
H -1.85241 5.64032 2.28391
C -4.78461 2.26689 -2.63402
C -5.21629 1.01610 -1.86715
C -6.61101 1.20367 -1.28234
Sb -3.60151 0.49129 -0.48002
C -4.38521 0.94982 1.49462
C -5.67579 0.31515 1.99649
C -4.41857 2.47041 1.61796
C -3.91629 -1.67091 -0.54661
C -3.20065 -2.31901 0.63694
C -5.35669 -2.15646 -0.66917
H -5.50588 2.51448 -3.42158
H -3.80531 2.13642 -3.09972
H -4.71473 3.13105 -1.96711
H -5.23509 0.17032 -2.56211
H -6.62447 2.00893 -0.54506
H -6.98000 0.30030 -0.79762
H -7.32528 1.47518 -2.06930
H -3.56314 0.57329 2.10952
H -6.54796 0.63374 1.42683
H -5.84157 0.61481 3.03824
H -5.63548 -0.77370 1.97981
H -5.16633 2.91584 0.95341
H -3.45493 2.91487 1.37622
H -4.66762 2.76922 2.64106
H -3.39398 -1.95653 -1.46531
H -3.69181 -2.06907 1.58105
H -2.16555 -1.98042 0.71992
H -3.20266 -3.41253 0.54589
H -5.95093 -1.89565 0.20649
H -5.37933 -3.24823 -0.76572
H -5.85638 -1.74366 -1.54584
Br -1.07198 2.18854 4.42392
C -1.60174 0.37978 4.53696
C -2.45536 -0.03008 5.55113
C -2.80781 -1.36775 5.64965
C -2.28880 -2.29044 4.75048
C -1.42996 -1.86695 3.74913
C -1.09080 -0.52417 3.61699
C -0.20563 -0.09675 2.46520
O 0.99743 -0.32538 2.52986
O -0.83657 0.38941 1.46991
H -2.83466 0.69776 6.25505
H -3.48051 -1.68888 6.43447
H -2.55256 -3.33711 4.83192
H -1.01654 -2.57943 3.04442
C 4.02662 -5.11504 -3.50443
C 3.27347 -6.43659 -3.44697
S 1.57843 -6.26013 -2.94880
O 0.95345 -7.55748 -3.02066
O 1.00557 -5.14215 -3.65615
C 1.69311 -5.82279 -1.22424
C 0.30563 -5.49637 -0.67060
N -0.06230 -4.11719 -0.97030
C 0.57399 -3.03099 -0.45917
N 0.14216 -1.90802 -1.01320
C -0.79630 -2.27274 -1.92314
C -0.94253 -3.62325 -1.91077
N -1.88741 -4.39251 -2.65625
O -2.02625 -5.57745 -2.37466
O -2.51445 -3.79850 -3.51736
C 1.63938 -3.10792 0.56714
H 4.98623 -5.25726 -4.00002
H 4.22215 -4.71260 -2.51091
H 3.45584 -4.37351 -4.06041
H 3.71487 -7.16130 -2.76219
H 3.18249 -6.90686 -4.42827
H 2.36394 -4.96947 -1.13766
H 2.12134 -6.68871 -0.71988
H 0.30298 -5.62167 0.41094
H -0.44747 -6.15778 -1.09091
H -1.33152 -1.55895 -2.52554
H 1.62581 -4.04751 1.11734
H 1.52052 -2.28308 1.26563
H 2.61901 -2.98591 0.10262
*
```

Output
- Maximum force: 0.37 eV/Å
- HOMO: -0.1542 hartree
- Total energy: -189690.9305 eV
- Relative energy (zero: lowest compared OMol25 entry of this formula, charge and spin): 1.267 eV

(2)
Entry from OMol25: a cluster of 15 separate species, C40H70O20 in total (ωB97M-V/def2-TZVPD).

The geometry in ORCA input format:
```
! RIJCOSX wB97M-V def2-TZVPD def2/J DEFGRID3
* xyz 0 1
C 41.43385 -53.29697 45.93956
O 40.22075 -52.90761 46.73632
H 41.11528 -53.51660 44.95578
H 41.71227 -54.28697 46.47807
H 42.17054 -52.66542 45.94410
H 39.53143 -52.78260 46.09515
C 48.83343 -53.57774 43.20009
O 48.76417 -54.69360 44.14626
H 49.67305 -53.90407 42.55031
H 49.02529 -52.51236 43.42067
H 47.76861 -53.55368 43.05733
H 49.62314 -55.12775 44.10558
C 41.59854 -52.64876 39.76597
O 41.90241 -53.47741 38.55193
H 42.62205 -52.43000 40.38867
H 41.09188 -53.38758 40.44627
H 41.08287 -51.63262 39.41664
H 41.63620 -54.38201 38.78519
C 41.90829 -48.36474 39.51058
O 43.10374 -47.92422 39.07820
H 41.94997 -49.43817 39.08122
H 41.12437 -47.74582 39.19694
H 41.97140 -48.40139 40.55949
H 42.88595 -47.12047 38.62696
C 45.83855 -50.75689 36.69078
O 47.01510 -51.52635 36.41528
H 45.81865 -50.40234 37.70429
H 44.97782 -51.35583 36.71966
H 45.79473 -50.04530 36.00961
H 47.26548 -51.04553 35.65888
C 44.30840 -50.70594 47.59870
O 45.00620 -51.02212 46.36473
H 44.07898 -49.55670 47.49382
H 44.98452 -50.73635 48.43578
H 43.50004 -51.35028 47.85443
H 44.92600 -50.06764 45.94761
C 42.42057 -55.12445 42.60674
O 42.35597 -53.75414 42.56538
H 42.87690 -55.48511 43.54420
H 42.96741 -55.63386 41.78253
H 41.40897 -55.32161 42.62468
H 43.23404 -53.35782 42.82035
C 41.71628 -49.76833 44.20256
O 40.93921 -48.65172 43.82471
H 42.69346 -49.66394 44.56704
H 42.09049 -49.97651 43.27096
H 41.21197 -50.65875 44.62937
H 41.28033 -47.95404 43.26547
C 48.54796 -46.80673 43.84466
O 48.08014 -47.88148 44.70540
H 47.71913 -47.07506 43.04756
H 49.62392 -46.79109 43.61744
H 48.31417 -45.98444 44.34692
H 48.97608 -48.09375 45.03196
C 47.93471 -52.66787 46.92959
O 49.19893 -52.92452 46.31599
H 47.88196 -51.54592 46.97520
H 47.75451 -52.94372 48.01729
H 47.26245 -53.09360 46.18670
H 49.02846 -53.41906 45.47414
C 47.17087 -50.12909 42.29838
C 46.42042 -50.86635 43.22714
C 45.12927 -51.32710 42.88926
C 44.42816 -50.80992 41.74888
C 45.24293 -49.96086 40.93454
C 46.58842 -49.61768 41.24098
O 47.27804 -48.89599 40.34542
O 44.33739 -52.33111 43.47395
H 48.04146 -49.85906 42.73448
H 46.79506 -51.28979 44.13442
H 43.38062 -50.95066 41.53672
H 44.80605 -49.76025 40.03221
H 48.15278 -49.23347 40.37416
H 44.67583 -52.49373 44.38230
C 43.94892 -46.52924 42.70950
C 44.73181 -47.27934 43.50211
C 44.64019 -47.41758 44.89640
C 43.59528 -46.65903 45.61754
C 42.63129 -45.98440 44.83226
C 42.85460 -45.87375 43.43253
O 41.95829 -45.23466 42.69249
O 45.51760 -48.14032 45.68882
H 44.37366 -46.53177 41.59469
H 45.61684 -47.92618 43.12189
H 43.55924 -46.78531 46.60134
H 41.64795 -45.51474 45.22992
H 42.21469 -45.02203 41.76471
H 46.47640 -48.27104 45.58267
C 51.18125 -50.90166 37.47122
C 52.26188 -51.75004 37.14997
C 52.32828 -53.01136 37.55257
C 51.21300 -53.62269 38.29796
C 50.09152 -52.77913 38.54812
C 50.10057 -51.44106 38.15921
O 49.07752 -50.83367 38.63525
O 53.25967 -53.92267 37.11550
H 51.23831 -49.82736 37.15060
H 53.27998 -51.43642 36.74477
H 51.10650 -54.63798 38.66908
H 49.26985 -53.04468 39.21739
H 48.25368 -51.16546 38.73361
H 54.20404 -53.48036 37.22732
C 47.09788 -44.62915 41.11970
C 48.21739 -43.68215 41.40300
C 49.33632 -43.72268 40.54264
C 49.33333 -44.58528 39.42285
C 48.08956 -45.34838 39.14411
C 47.12504 -45.56264 39.99679
O 46.06732 -46.29870 39.81143
O 50.39012 -43.03941 41.01447
H 46.28400 -44.59439 41.76389
H 48.04069 -43.17303 42.29534
H 50.16304 -44.47755 38.77338
H 48.28145 -45.85745 38.14357
H 46.31363 -47.28358 39.86045
H 50.93044 -42.89763 40.28046
C 52.58735 -49.54760 41.69380
C 51.39407 -49.24278 41.08419
C 50.90044 -47.89503 41.18026
C 51.56477 -46.92504 41.94268
C 52.81600 -47.23612 42.52740
C 53.29668 -48.64147 42.45324
O 54.27746 -48.99583 43.22726
O 49.76607 -47.54746 40.41173
H 52.94041 -50.63521 41.72667
H 50.87532 -50.04371 40.56999
H 51.15907 -45.87916 41.91696
H 53.17441 -46.58977 43.18329
H 54.60041 -49.98887 43.00518
H 49.59481 -46.59506 40.55819
*
```

Output
- Maximum force: 8.34 eV/Å
- HOMO: -0.2866 hartree
- Total energy: -83547.8187 eV
- Relative energy (zero: lowest compared OMol25 entry of this formula, charge and spin): 20.857 eV

Question: relative energy (zero: lowest compared OMol25 entry of this formula, charge and spin) of number 2 (C40H70O20)?
Answer: 20.857 eV

Question: Look up the maximum force of the first one.
Answer: 0.37 eV/Å

Question: Number 1 is which compound?
Answer: C40H70BrN3O9PbSSbSi4